(1)
Formula: C11H15I
Source: OMol25
Level of theory: ωB97M-V/def2-TZVPD

```
27
Properties=species:S:1:pos:R:3:mulliken_charge:R:1
C 2.64457 2.46069 0.26614 -1.467
C 1.14895 2.48313 0.22253 -0.112
C 0.61771 1.12906 -0.04127 0.070
C -0.62763 0.66056 0.19452 -0.952
C -0.80978 -0.82788 -0.26812 0.679
C -1.74762 -1.61335 0.63462 -1.460
C -3.22664 -1.59480 0.29052 0.588
C -4.35721 -1.02231 0.19104 -0.543
I -5.50368 0.64102 0.06158 0.148
C -4.36334 -2.53872 0.01163 -0.650
C 0.66121 -1.30361 -0.39981 -1.681
C 1.43141 -0.01531 -0.73966 -0.408
H 2.93690 1.66266 -0.25971 0.474
H 3.14677 2.36530 1.22080 0.346
H 3.04475 3.28146 -0.20468 0.379
H 0.58022 3.05450 -0.54771 0.271
H 0.83362 2.72534 1.14864 0.330
H -1.54678 1.02691 0.53614 0.518
H -1.35894 -0.95974 -1.17245 0.411
H -1.58324 -1.27619 1.60075 0.517
H -1.33140 -2.54667 0.75008 0.543
H -4.70068 -3.05127 0.79922 0.240
H -4.65691 -3.04862 -0.97522 0.190
H 0.68395 -1.97219 -1.13267 0.491
H 0.94858 -1.69438 0.47886 0.554
H 1.52450 -0.04614 -1.87958 0.181
H 2.51328 0.09762 -0.32922 0.344
```

Computed properties:
**Energy above the lowest of the compared OMol25 structures with the same formula, charge and spin**: 5.227 eV
**SMILES**: CCC1=C[C@H](CC2=C(I)C2)CC1
**Frontier orbital gap**: 0.341 Eh
**Electronic energy**: -725.635336 Ha



(2)
Formula: C7H15N2Si
Source: OMol25
Level of theory: ωB97M-V/def2-TZVPD

```
25
Properties=species:S:1:pos:R:3:mulliken_charge:R:1
C -0.64745 -2.50604 0.89521 -0.447
C -0.98715 -1.66923 -0.07774 -0.771
Si -1.08845 0.21029 0.19328 0.357
C -1.47011 1.03407 1.81759 -1.202
C -2.39859 1.06182 -1.04056 -1.133
C 0.62732 0.69921 -0.53939 -0.097
C 1.84286 1.20943 0.49331 -0.313
N 2.93516 0.60041 0.47006 -0.383
C 2.90407 -0.38767 -0.57004 -0.390
N 1.45609 -0.44050 -0.95587 0.005
H -0.32312 -3.58829 0.80163 0.288
H -0.68851 -2.05570 1.88610 0.208
H -0.91181 -1.92309 -1.13227 0.625
H -2.23584 1.69697 1.57569 0.368
H -2.04234 0.31765 2.39829 0.411
H -0.66744 1.46327 2.40229 0.388
H -3.48127 0.66057 -0.98903 0.333
H -2.40566 2.14851 -0.91932 0.363
H -2.17316 0.83926 -2.14090 0.328
H 0.59809 1.53936 -1.31571 0.394
H 1.86421 2.13279 1.06167 0.431
H 3.51005 0.02132 -1.31260 0.322
H 3.47388 -1.36530 -0.36167 0.324
H 1.40732 -0.52333 -2.02131 0.401
H 0.90185 -1.17580 -0.61871 0.193
```

Computed properties:
**Energy above the lowest of the compared OMol25 structures with the same formula, charge and spin**: 3.163 eV
**SMILES**: C=C[Si](C)(C)[C@H]1C=NC[NH2+]1
**Frontier orbital gap**: 0.398 Eh
**Net charge**: +1
**Electronic energy**: -674.401761 Ha



Number 1: F_max 4.83 eV/A. Number 2: F_max 5.14 eV/A.